--- P ---
A structure of composition C4H12NO2, computed with ωB97M-V with the def2-TZVPD basis set.

Each line ends with the natural charge from an NBO analysis.
Cartesian coordinates (Å):
C 0.21 -1.17 -0.13  -0.330
N 1.52 -0.72 1.00  -0.653
C 1.43 0.71 1.09  0.063
O 0.36 1.30 1.84  -0.770
C 0.40 -0.46 -1.49  -0.423
C -0.74 0.57 -1.51  -0.650
H -0.84 -1.04 0.19  0.299
H 0.34 -2.25 -0.22  0.180
H 0.65 -1.13 1.14  0.359
H 1.39 1.13 0.08  0.124
H 2.31 1.03 1.63  0.154
H 1.36 0.03 -1.59  0.203
H 0.30 -1.33 -2.16  0.189
H -0.77 0.82 -0.45  0.272
H -1.70 0.08 -1.63  0.226
H -0.63 1.47 -2.11  0.185
H -0.40 0.68 1.76  0.509
H -2.86 0.04 1.67  0.407
O -2.34 0.25 0.89  -1.344

Summary:
E_HOMO, eV: -3.38
Net charge: -1
2S+1: 1

--- Q ---
A cluster of 2 separate species, C4H12NO2 in total, computed with ωB97M-V with the def2-TZVPD basis set.

Each line ends with the natural charge from an NBO analysis.
Cartesian coordinates (Å):
C 0.52 -1.84 -0.52  -0.627
C 0.95 -0.78 0.54  -0.059
C 2.15 0.05 0.09  -0.631
N -0.26 0.01 0.86  -0.726
C -0.49 1.21 -0.13  0.112
O 0.07 2.31 0.34  -0.948
H 0.84 -1.46 -1.50  0.196
H 0.77 -2.89 -0.30  0.191
H -0.57 -1.94 -0.56  0.213
H 1.21 -1.44 1.38  0.171
H 1.99 0.67 -0.79  0.222
H 2.57 0.63 0.93  0.214
H 3.10 -0.50 -0.10  0.175
H -0.17 0.49 1.75  0.361
H -0.04 0.96 -1.12  0.082
H -1.61 1.30 -0.14  0.066
H -1.77 -0.52 -0.74  0.500
H -3.12 0.19 -0.47  0.465
O -2.74 -0.58 -0.91  -0.979

Summary:
E_HOMO, eV: -2.70
Net charge: -1
2S+1: 1

--- R ---
A cluster of 2 separate species, C4H12NO2 in total, computed with ωB97M-V with the def2-TZVPD basis set.

Each line ends with the natural charge from an NBO analysis.
Cartesian coordinates (Å):
C 1.54 0.58 -0.03  -0.620
C 0.11 0.72 0.51  -0.043
C -0.47 2.10 0.24  -0.620
N -0.72 -0.44 0.18  -0.705
C -0.69 -0.97 -1.24  0.138
O -1.74 -1.77 -1.44  -0.950
H 1.49 0.41 -1.11  0.212
H 2.07 1.53 0.09  0.184
H 2.11 -0.25 0.39  0.216
H 0.24 0.66 1.59  0.159
H -0.45 2.44 -0.81  0.199
H -1.50 2.13 0.59  0.199
H 0.07 2.86 0.82  0.186
H -1.69 -0.28 0.40  0.362
H -0.76 -0.10 -1.95  0.045
H 0.30 -1.47 -1.31  0.083
H -0.31 -3.41 0.83  0.470
H 0.02 -1.91 1.09  0.502
O 0.37 -2.83 1.17  -1.016

Summary:
E_HOMO, eV: -2.54
Net charge: -1
2S+1: 1

Most stable one: R, least stable one: P.

--- P ---
A cluster of 2 separate species, C2H5Br3Si in total, computed with ωB97M-V with the def2-TZVPD basis set.

Each line ends with the natural charge from an NBO analysis.
Cartesian coordinates (Å):
C 1.22 0.48 1.46  -1.096
C -1.36 -1.37 -1.95  -0.478
Si 1.82 -0.53 -0.08  0.990
Br -2.08 -2.05 -0.39  0.090
Br 3.75 0.32 -0.79  -0.319
Br 2.23 -2.65 0.53  -0.326
H 1.12 1.44 1.12  0.234
H 0.20 0.06 1.71  0.251
H 2.05 0.14 2.25  0.261
H -0.48 -1.80 -2.40  0.197
H -1.73 -0.37 -2.25  0.197

Summary:
E_HOMO (alpha / beta), eV: -8.11 / -8.62
Net charge: 0
2S+1: 1

--- Q ---
An isolated molecule of C2H5Br3Si, computed with ωB97M-V with the def2-TZVPD basis set.

Each line ends with the natural charge from an NBO analysis.
Cartesian coordinates (Å):
C -0.43 -0.95 0.56  -1.174
C 1.46 1.52 0.89  -0.918
Si -0.36 0.90 0.96  1.360
Br 2.56 0.09 0.14  0.016
Br -1.73 2.07 -0.30  -0.272
Br -1.14 1.19 3.06  -0.312
H -1.07 -1.44 1.28  0.256
H -0.93 -1.22 -0.46  0.266
H 0.64 -1.34 0.64  0.268
H 1.87 1.70 1.87  0.257
H 1.46 2.39 0.25  0.252

Summary:
E_HOMO, eV: -10.13
Net charge: 0
2S+1: 1
SMILES string: C[Si](Br)(Br)CBr

Most stable one: Q, least stable one: P.

--- P ---
The ion C4H11N2S with charge -1, computed with ωB97M-V with the def2-TZVPD basis set.

Each line ends with the natural charge from an NBO analysis.
Cartesian coordinates (Å):
C 0.49 0.73 1.31  -0.210
N 1.08 -0.59 1.30  -0.655
C 0.31 -1.72 1.51  -0.033
N 1.23 -2.84 1.85  -0.839
C -0.55 0.96 0.17  -0.426
C -0.05 0.74 -1.24  -0.538
S -1.21 1.36 -2.52  -0.728
H 1.27 1.48 1.22  0.185
H -0.16 0.77 2.19  0.171
H 1.69 -0.65 0.50  0.369
H -0.35 -1.61 2.38  0.147
H -0.30 -2.07 0.68  0.153
H 1.74 -2.64 2.67  0.342
H 0.69 -3.68 2.08  0.335
H -1.45 0.41 0.48  0.181
H -0.89 2.00 0.22  0.204
H 0.21 -0.32 -1.34  0.164
H 0.84 1.35 -1.39  0.178

Summary:
E_HOMO, eV: -2.25
Net charge: -1
2S+1: 1
SMILES string: NCNCCC[S-]

--- Q ---
The ion C4H11N2S with charge -1, computed with ωB97M-V with the def2-TZVPD basis set.

Each line ends with the natural charge from an NBO analysis.
Cartesian coordinates (Å):
N -0.78 0.38 -1.33  -0.860
C -0.01 -0.12 -0.19  -0.076
C 1.21 0.77 0.14  -0.535
S 2.25 1.20 -1.30  -0.730
C -0.93 -0.14 1.02  -0.214
N -1.97 -1.15 0.96  -0.637
C -1.72 -2.32 1.77  -0.400
H -0.11 0.52 -2.08  0.389
H -1.19 1.27 -1.07  0.326
H 0.32 -1.11 -0.48  0.179
H 1.78 0.22 0.89  0.172
H 0.86 1.72 0.54  0.169
H -0.35 -0.29 1.93  0.169
H -1.39 0.84 1.11  0.177
H -2.93 -0.87 0.99  0.357
H -1.79 -2.19 2.85  0.140
H -2.42 -3.14 1.54  0.182
H -0.73 -2.72 1.58  0.191

Summary:
E_HOMO, eV: -2.37
Net charge: -1
2S+1: 1
SMILES string: CNC[C@@H](N)C[S-]

--- R ---
The ion C4H11N2S with charge -1, computed with ωB97M-V with the def2-TZVPD basis set.

Each line ends with the natural charge from an NBO analysis.
Cartesian coordinates (Å):
C -1.34 -1.44 0.35  -0.219
N -0.90 -1.23 1.75  -0.633
C -0.49 0.17 1.96  -0.052
N 0.86 0.63 1.58  -0.925
C -0.41 -0.99 -0.81  -0.462
C -0.37 0.45 -1.41  -0.540
S 1.29 1.15 -1.74  -0.685
H -2.23 -0.81 0.24  0.171
H -1.70 -2.47 0.31  0.181
H -0.07 -1.78 1.93  0.344
H -1.16 0.78 1.34  0.155
H -0.53 0.43 3.01  0.162
H 1.30 0.57 0.65  0.410
H 0.84 1.63 1.73  0.345
H 0.62 -1.08 -0.43  0.212
H -0.60 -1.74 -1.57  0.191
H -0.98 1.19 -0.87  0.172
H -1.01 0.33 -2.31  0.172

Summary:
E_HOMO, eV: -2.60
Net charge: -1
2S+1: 1
SMILES string: NCNCCC[S-]

Most stable one: Q, least stable one: R.

--- P ---
The ion C3H3ClNO with charge +1, computed with ωB97M-V with the def2-TZVPD basis set.

Each line ends with the natural charge from an NBO analysis.
Cartesian coordinates (Å):
C 1.10 -0.41 -0.17  -0.264
C 2.38 -0.18 -0.03  0.230
C 0.10 0.61 0.16  -0.346
N 0.78 1.92 0.07  0.164
O 0.11 2.89 -0.13  -0.144
Cl 3.91 -0.09 0.02  0.501
H 0.66 -1.19 -0.66  0.326
H -0.84 0.55 -0.41  0.264
H -0.24 0.39 1.08  0.268

Summary:
E_HOMO (alpha / beta), eV: -14.19 / -14.19
Net charge: +1
2S+1: 1

--- Q ---
A structure of composition C3H3ClNO, computed with ωB97M-V with the def2-TZVPD basis set.

Each line ends with the natural charge from an NBO analysis.
Cartesian coordinates (Å):
C 0.69 0.60 -0.27  -0.481
C 0.60 -0.71 0.37  0.209
C -0.82 0.45 -0.25  0.280
N -0.69 -0.90 0.04  0.106
O -1.38 -1.87 0.04  -0.318
Cl -2.05 1.47 -0.03  0.388
H 1.21 0.58 -1.25  0.273
H 1.39 -1.12 0.96  0.284
H 1.05 1.48 0.37  0.258

Summary:
E_HOMO, eV: -15.08
Net charge: +1
2S+1: 1

--- R ---
The ion C3H3ClNO with charge +1, computed with ωB97M-V with the def2-TZVPD basis set.

Each line ends with the natural charge from an NBO analysis.
Cartesian coordinates (Å):
C -0.08 0.63 -0.41  -0.316
C -1.13 1.10 0.57  0.168
C 0.56 -0.65 -0.30  0.522
N -0.04 1.62 0.78  -0.127
O 0.42 -1.39 0.73  -0.551
Cl 1.48 -1.22 -1.59  0.211
H -0.07 1.06 -1.41  0.257
H -2.17 0.99 0.78  0.283
H 1.04 -2.14 0.85  0.554

Summary:
E_HOMO, eV: -15.97
Net charge: +1
2S+1: 1

Most stable one: R, least stable one: P.

--- P ---
A cluster of 7 separate species, C14H42O7 in total, computed with ωB97M-V with the def2-TZVPD basis set.

Each line ends with the natural charge from an NBO analysis.
Cartesian coordinates (Å):
C -0.65 -3.93 -2.53  -0.644
C -0.40 -5.19 -3.36  -0.067
O 0.26 -4.81 -4.55  -0.726
H -1.22 -3.19 -3.09  0.207
H 0.25 -3.53 -2.06  0.221
H -1.27 -4.10 -1.63  0.196
H -1.26 -5.85 -3.51  0.179
H 0.27 -5.85 -2.79  0.156
H 1.20 -4.68 -4.36  0.475
C -2.17 1.57 4.83  -0.640
C -1.44 1.53 6.17  -0.068
O -0.29 2.40 6.10  -0.714
H -2.14 2.56 4.38  0.209
H -3.20 1.22 4.95  0.208
H -1.66 1.01 4.05  0.209
H -1.04 0.54 6.38  0.180
H -2.13 1.82 6.96  0.158
H -0.67 3.29 6.07  0.458
C -1.11 -2.80 2.10  -0.638
C -2.28 -2.30 1.25  -0.061
O -1.86 -1.71 0.05  -0.753
H -0.51 -3.54 1.56  0.215
H -1.50 -3.36 2.96  0.217
H -0.39 -2.09 2.48  0.218
H -2.91 -1.61 1.82  0.165
H -2.88 -3.19 1.03  0.166
H -2.52 -1.81 -0.64  0.486
C 3.45 3.67 -0.47  -0.645
C 4.31 2.38 -0.69  -0.065
O 4.87 2.41 -1.98  -0.710
H 3.39 4.22 -1.41  0.218
H 3.96 4.33 0.24  0.203
H 2.43 3.44 -0.17  0.201
H 3.58 1.58 -0.57  0.172
H 4.99 2.26 0.15  0.160
H 5.60 3.04 -2.00  0.467
C -2.42 1.86 1.13  -0.642
C -2.70 2.69 -0.15  -0.057
O -2.40 4.06 0.12  -0.733
H -3.20 2.11 1.85  0.208
H -1.49 2.18 1.58  0.208
H -2.45 0.81 0.85  0.212
H -3.75 2.67 -0.41  0.181
H -2.01 2.36 -0.93  0.157
H -1.45 4.22 0.11  0.464
C 1.04 0.41 1.26  -0.655
C 0.94 -0.05 -0.18  -0.074
O 1.01 -1.47 -0.30  -0.757
H 0.06 0.44 1.74  0.209
H 1.56 1.37 1.32  0.210
H 1.48 -0.30 1.97  0.229
H 1.72 0.41 -0.80  0.168
H 0.02 0.23 -0.70  0.168
H 0.10 -1.80 -0.38  0.496
C 1.29 0.68 -4.19  -0.637
C 1.06 -0.86 -4.25  -0.058
O 1.92 -1.47 -3.33  -0.731
H 1.32 1.09 -3.18  0.197
H 0.43 1.22 -4.61  0.199
H 2.22 1.04 -4.63  0.215
H 1.09 -1.27 -5.26  0.183
H 0.02 -0.99 -3.91  0.144
H 1.54 -1.34 -2.45  0.483

Summary:
E_HOMO, eV: -9.74
Net charge: 0
2S+1: 1
SMILES string: CCO.CCO.CCO.CCO.CCO.CCO.CCO

--- Q ---
A cluster of 7 separate species, C14H42O7 in total, computed with ωB97M-V with the def2-TZVPD basis set.

Each line ends with the natural charge from an NBO analysis.
Cartesian coordinates (Å):
C 2.13 3.02 -3.84  -0.625
C 0.93 3.62 -3.16  -0.064
O 0.58 4.81 -3.85  -0.722
H 2.87 3.79 -4.07  0.222
H 1.87 2.47 -4.74  0.211
H 2.63 2.30 -3.18  0.201
H 1.15 3.82 -2.10  0.155
H 0.12 2.89 -3.21  0.155
H -0.27 5.12 -3.54  0.470
C -3.42 1.63 1.15  -0.637
C -3.60 1.15 2.57  -0.059
O -4.97 0.98 2.90  -0.725
H -2.39 1.95 0.96  0.201
H -4.07 2.48 0.96  0.214
H -3.64 0.83 0.45  0.210
H -3.23 1.87 3.30  0.168
H -3.06 0.21 2.71  0.160
H -5.36 0.26 2.40  0.466
C 0.75 -4.28 -4.77  -0.627
C 0.55 -4.15 -3.26  -0.058
O 1.77 -4.49 -2.59  -0.754
H 1.28 -3.41 -5.15  0.199
H -0.21 -4.41 -5.27  0.204
H 1.35 -5.17 -4.97  0.217
H -0.24 -4.83 -2.94  0.159
H 0.28 -3.13 -2.99  0.153
H 1.95 -3.78 -1.96  0.494
C 4.11 -3.18 0.27  -0.634
C 3.65 -1.85 -0.31  -0.058
O 2.57 -2.10 -1.20  -0.751
H 4.13 -3.93 -0.52  0.226
H 3.44 -3.54 1.05  0.213
H 5.12 -3.08 0.66  0.214
H 4.47 -1.34 -0.81  0.164
H 3.29 -1.20 0.50  0.160
H 2.51 -1.40 -1.86  0.479
C -2.77 -3.56 2.38  -0.624
C -1.66 -2.56 2.25  -0.057
O -1.64 -2.12 0.90  -0.748
H -2.58 -4.45 1.78  0.212
H -3.70 -3.12 2.01  0.209
H -2.90 -3.94 3.40  0.209
H -0.70 -2.97 2.57  0.157
H -1.84 -1.69 2.90  0.144
H -0.84 -1.60 0.76  0.492
C -1.18 4.32 4.29  -0.630
C -0.54 3.81 3.01  -0.063
O 0.49 4.74 2.60  -0.733
H -2.02 3.71 4.60  0.211
H -1.52 5.34 4.14  0.220
H -0.42 4.33 5.08  0.207
H -1.25 3.78 2.18  0.171
H -0.11 2.81 3.10  0.152
H 1.35 4.33 2.73  0.466
C 0.14 0.51 -0.99  -0.646
C 0.82 0.78 0.33  -0.060
O 0.63 -0.30 1.25  -0.741
H -0.94 0.69 -0.88  0.217
H 0.24 -0.55 -1.23  0.226
H 0.47 1.18 -1.77  0.217
H 0.54 1.74 0.78  0.165
H 1.90 0.90 0.13  0.150
H 0.99 -0.01 2.10  0.478

Summary:
E_HOMO, eV: -9.69
Net charge: 0
2S+1: 1
SMILES string: CCO.CCO.CCO.CCO.CCO.CCO.CCO

Most stable one: Q, least stable one: P.

--- P ---
A structure of composition C21H26N2O3, computed with ωB97M-V with the def2-TZVPD basis set.

Each line ends with the natural charge from an NBO analysis.
Cartesian coordinates (Å):
C 1.19 -1.27 4.77  -0.586
C 0.63 -1.54 3.45  -0.428
C 0.13 -0.36 2.79  -0.053
O 1.16 0.49 2.45  -0.523
C 0.75 1.70 1.80  0.339
C 2.06 2.53 1.73  -0.173
C 2.01 3.81 1.11  -0.217
C 0.59 4.15 0.84  -0.136
C -0.44 3.23 0.80  -0.163
C -0.27 2.09 1.30  -0.338
H -0.99 1.24 1.43  0.244
C -1.74 3.60 0.29  0.666
O -2.44 4.83 0.51  -0.685
N -2.21 2.91 -0.62  -0.534
C -1.87 1.82 -1.37  0.152
C -0.31 1.80 -1.90  -0.201
C 0.05 0.85 -2.64  -0.275
C -0.70 -0.31 -2.96  0.009
C -2.11 -0.22 -2.36  -0.255
C -2.47 0.80 -1.82  -0.187
H -3.72 0.79 -1.53  0.173
H -2.58 -1.16 -2.86  0.239
C -0.10 -1.56 -3.54  -0.243
N 0.50 -2.64 -2.86  -0.427
C 1.39 -2.49 -1.82  -0.184
C 1.27 -1.76 -0.57  -0.092
H 2.11 -1.71 -0.19  0.181
O 0.43 -2.72 0.24  -0.541
C -0.75 -2.84 -0.71  -0.129
C -0.58 -3.31 -2.06  -0.326
H -1.57 -3.48 -2.44  0.234
H -0.34 -4.43 -1.91  0.208
H -1.41 -3.48 0.03  0.229
H -1.42 -1.80 -0.76  0.179
H 0.82 -0.81 -0.75  0.186
H 2.30 -1.71 -2.42  0.131
H 1.90 -3.34 -1.87  0.216
H 0.87 -1.14 -4.34  0.201
H -0.95 -1.98 -4.22  0.218
H 1.25 0.60 -2.80  0.211
H 0.35 2.77 -1.62  0.246
H -3.00 3.06 -0.98  0.404
H 0.58 5.13 0.29  0.229
H 2.71 4.49 1.17  0.210
H 2.95 2.06 2.28  0.232
H -0.71 0.20 3.25  0.175
H -0.31 -0.64 1.61  0.145
H 1.43 -1.92 2.73  0.221
H -0.21 -2.46 3.55  0.215
H 1.97 -0.70 4.70  0.200
H 0.27 -0.95 5.45  0.197
H 1.49 -2.22 5.34  0.209

Summary:
E_HOMO, eV: -8.48
Net charge: 0
2S+1: 1

--- Q ---
An isolated molecule of C21H26N2O3, computed with ωB97M-V with the def2-TZVPD basis set.

Each line ends with the natural charge from an NBO analysis.
Cartesian coordinates (Å):
C 3.94 3.04 1.80  -0.611
C 3.96 3.88 0.52  -0.418
C 2.98 3.39 -0.55  -0.060
O 3.39 2.17 -1.14  -0.497
C 3.00 0.97 -0.66  0.322
C 3.67 -0.13 -1.21  -0.268
C 3.35 -1.41 -0.83  -0.142
C 2.33 -1.64 0.08  -0.195
C 1.67 -0.55 0.64  -0.172
C 2.00 0.74 0.28  -0.265
H 1.47 1.55 0.75  0.212
H 0.90 -0.71 1.38  0.222
C 2.04 -3.03 0.52  0.672
O 2.91 -3.84 0.78  -0.593
N 0.72 -3.38 0.68  -0.618
C -0.43 -2.73 0.22  0.140
C -1.61 -2.85 0.95  -0.244
C -2.76 -2.21 0.52  -0.188
C -2.77 -1.46 -0.64  -0.066
C -1.60 -1.39 -1.39  -0.205
C -0.45 -2.02 -0.98  -0.187
H 0.44 -1.97 -1.59  0.220
H -1.60 -0.85 -2.33  0.211
C -4.00 -0.69 -1.05  -0.227
N -4.04 0.67 -0.53  -0.434
C -4.11 0.75 0.92  -0.256
C -4.36 2.20 1.32  -0.071
H -4.36 2.30 2.41  0.192
O -3.34 3.05 0.85  -0.523
C -3.25 2.96 -0.56  -0.070
C -2.97 1.53 -1.01  -0.257
H -2.95 1.49 -2.10  0.202
H -1.99 1.21 -0.62  0.176
H -2.44 3.63 -0.85  0.190
H -4.19 3.30 -1.01  0.165
H -5.33 2.52 0.92  0.165
H -4.94 0.13 1.27  0.202
H -3.18 0.40 1.39  0.175
H -4.05 -0.61 -2.14  0.203
H -4.90 -1.19 -0.70  0.202
H -3.66 -2.31 1.11  0.211
H -1.61 -3.43 1.86  0.213
H 0.58 -4.26 1.16  0.411
H 3.88 -2.26 -1.25  0.230
H 4.45 0.06 -1.93  0.227
H 2.96 4.11 -1.37  0.194
H 1.96 3.32 -0.14  0.170
H 3.70 4.91 0.76  0.205
H 4.96 3.87 0.09  0.208
H 4.20 2.01 1.58  0.213
H 4.66 3.43 2.51  0.214
H 2.96 3.06 2.26  0.200

Summary:
E_HOMO, eV: -8.36
Net charge: 0
2S+1: 1
SMILES string: CCCOc1ccc(C(=O)Nc2ccc(CN3CCOCC3)cc2)cc1

Most stable one: Q, least stable one: P.